No. 1
96
Properties=species:S:1:pos:R:3 method="wB97M-V/def2-TZVPD" e_above_lowest_ev=0.000 orbital_gap_ev=5.68 total_charge=+1 energy_ev=-64779.4597 fmax_ev_per_a=2.52 homo_energy_ha=-0.372
C -6.694 1.083 3.181
N -5.259 1.116 3.027
C -4.457 1.561 4.046
O -4.835 1.918 5.158
C -3.021 1.554 3.520
C -2.011 0.716 4.308
C -1.989 0.937 5.805
C -2.087 -0.167 6.659
C -2.130 0.016 8.043
C -2.012 1.305 8.579
C -1.852 2.407 7.725
C -1.837 2.222 6.338
N -3.192 1.060 2.151
C -2.148 0.754 1.359
C -2.239 0.579 -0.018
C -1.155 0.288 -0.842
C -1.202 0.671 -2.229
C -0.118 1.367 -2.812
C -0.283 2.075 -3.997
C -1.484 1.966 -4.711
C -2.510 1.135 -4.237
C -2.382 0.497 -3.010
C -4.598 1.031 1.730
C -5.000 -0.279 1.035
C -4.955 2.253 0.858
H -6.936 1.207 4.240
H -7.172 1.885 2.603
H -7.084 0.121 2.830
H -2.660 2.603 3.528
H -2.177 -0.352 4.105
H -1.015 0.960 3.908
H -2.160 -1.165 6.220
H -2.275 -0.847 8.696
H -2.038 1.450 9.659
H -1.767 3.415 8.136
H -1.716 3.075 5.665
H -1.160 0.752 1.836
H -3.213 0.767 -0.485
H -0.218 -0.082 -0.423
H 0.843 1.367 -2.283
H 0.525 2.690 -4.388
H -1.598 2.493 -5.659
H -3.422 0.995 -4.827
H -3.186 -0.135 -2.615
H -4.815 -1.136 1.698
H -6.065 -0.238 0.780
H -4.445 -0.443 0.110
H -5.080 3.142 1.489
H -4.178 2.463 0.116
H -5.900 2.054 0.336
C 0.832 -3.874 2.606
C 1.868 -3.056 1.873
O 1.196 -2.468 0.730
C 2.056 -1.697 0.009
C 1.590 -1.332 -1.321
P 2.859 -0.921 -2.429
C 4.221 -2.063 -2.814
C 4.801 -2.102 -4.096
C 5.924 -2.894 -4.339
C 6.475 -3.661 -3.306
C 5.889 -3.637 -2.038
C 4.773 -2.839 -1.789
C 2.132 -0.816 -4.084
C 2.159 0.391 -4.790
C 1.616 0.452 -6.077
C 1.111 -0.698 -6.685
C 1.128 -1.918 -5.999
C 1.614 -1.973 -4.691
C 3.736 0.562 -1.832
C 5.103 0.762 -2.102
C 5.771 1.881 -1.595
C 5.054 2.874 -0.919
C 3.692 2.692 -0.663
C 3.070 1.488 -1.006
O 3.163 -1.370 0.481
H 1.219 -4.149 3.595
H -0.106 -3.318 2.728
H 0.618 -4.799 2.057
H 2.289 -2.272 2.517
H 2.689 -3.707 1.528
H 0.654 -1.740 -1.686
H 4.371 -1.519 -4.910
H 6.354 -2.900 -5.339
H 7.358 -4.272 -3.496
H 6.297 -4.233 -1.221
H 4.334 -2.788 -0.795
H 2.574 1.279 -4.314
H 1.570 1.416 -6.581
H 0.703 -0.642 -7.696
H 0.759 -2.827 -6.477
H 1.614 -2.919 -4.145
H 5.649 0.023 -2.693
H 6.847 1.966 -1.743
H 5.561 3.779 -0.588
H 3.105 3.475 -0.180
H 2.072 1.256 -0.625

No. 2
102
Properties=species:S:1:pos:R:3 method="wB97M-V/def2-TZVPD" e_above_lowest_ev=0.000 orbital_gap_ev="6.22 / 5.72" total_charge=+3 energy_ev=-84314.4057 fmax_ev_per_a=1.63 multiplicity=2 homo_energy_ha="-0.557 / -0.557"
Re -0.363 -0.660 0.616
C 6.624 -3.712 0.248
C 5.438 -2.799 0.251
C 4.149 -3.303 0.064
C 3.051 -2.462 0.048
C 3.242 -1.099 0.219
C 4.514 -0.565 0.418
C 5.597 -1.423 0.430
S 1.924 0.070 0.234
O 2.260 1.162 1.139
C 1.743 0.574 -1.453
C 1.970 -0.415 -2.442
C 1.581 -0.176 -3.727
C 0.923 1.026 -4.076
C 0.482 1.254 -5.400
C -0.137 2.425 -5.731
C -0.338 3.421 -4.754
C 0.088 3.234 -3.469
C 0.730 2.029 -3.091
C 1.178 1.804 -1.752
C 1.107 2.954 -0.790
C 2.022 4.026 -1.021
C 3.020 3.968 -2.032
C 3.896 5.000 -2.205
C 3.827 6.154 -1.396
C 2.883 6.243 -0.415
C 1.968 5.184 -0.200
C 1.010 5.272 0.834
C 0.148 4.245 1.070
C 0.203 3.100 0.240
S -0.750 1.735 0.821
O -1.183 0.887 -0.444
C -2.136 2.396 1.620
C -2.236 2.208 2.999
C -3.310 2.760 3.672
C -4.289 3.484 2.984
C -5.432 4.107 3.719
C -4.164 3.649 1.596
C -3.093 3.126 0.906
H 6.356 -4.715 0.573
H 7.416 -3.332 0.890
H 7.030 -3.788 -0.764
H 4.006 -4.368 -0.062
H 2.062 -2.881 -0.089
H 4.647 0.496 0.582
H 6.588 -1.018 0.591
H 2.510 -1.317 -2.180
H 1.794 -0.899 -4.504
H 0.648 0.487 -6.146
H -0.472 2.597 -6.745
H -0.826 4.346 -5.031
H -0.062 4.012 -2.732
H 3.101 3.099 -2.669
H 4.655 4.934 -2.973
H 4.526 6.963 -1.555
H 2.820 7.120 0.215
H 0.974 6.165 1.444
H -0.571 4.307 1.873
H -1.458 1.681 3.538
H -3.389 2.648 4.745
H -5.758 3.483 4.550
H -6.276 4.297 3.061
H -5.115 5.065 4.139
H -4.917 4.213 1.062
H -2.989 3.280 -0.161
C -4.307 -1.154 2.591
C -2.886 -1.122 2.164
N -2.461 -0.898 0.958
O -3.424 -0.726 -0.002
C -1.768 -1.370 3.088
C -1.853 -1.781 4.516
N -0.666 -1.204 2.435
O 0.588 -1.369 2.575
H -4.972 -1.339 1.752
H -4.566 -0.185 3.027
H -4.460 -1.913 3.357
H -3.070 -0.031 -0.583
H -2.647 -1.234 5.022
H -0.906 -1.597 5.020
H -2.080 -2.846 4.602
C 0.082 -4.662 1.446
C -1.340 -4.246 1.098
N -1.585 -4.119 -0.355
C -2.473 -5.172 -0.905
C -1.798 -6.532 -0.952
C -1.009 -3.244 -1.131
C -1.094 -3.380 -2.622
N -0.281 -2.183 -0.669
H 0.130 -4.878 2.513
H 0.805 -3.880 1.235
H 0.366 -5.571 0.917
H -1.616 -3.319 1.584
H -2.039 -5.006 1.440
H -2.807 -4.869 -1.892
H -3.352 -5.188 -0.259
H -0.904 -6.513 -1.575
H -2.492 -7.255 -1.377
H -1.522 -6.889 0.040
H -0.895 -4.400 -2.942
H -0.385 -2.706 -3.099
H -2.092 -3.100 -2.967
H 0.326 -1.882 -1.432